[1]
{
  "formula": "C7H12N4O",
  "method": "ωB97M-V with the def2-TZVPD basis set",
  "symbols": ["H", "C", "O", "H", "H", "H", "C", "H", "C", "N", "H", "C", "N", "H", "C", "H", "H", "H", "H", "N", "C", "H", "N", "C"],
  "positions_angstrom": [[0.846, 1.758, -3.223], [-0.717, -2.078, 2.396], [-1.410, 0.324, 0.964], [0.833, -3.965, 0.362], [-0.831, -1.063, 2.776], [-2.006, 3.080, -1.786], [-1.473, 2.639, -0.943], [-1.706, -2.388, 2.044], [0.282, -2.134, 1.304], [1.165, -0.032, -1.255], [-0.418, -2.738, 3.205], [-0.257, 1.957, -1.419], [0.121, 0.661, -0.789], [2.173, -2.908, 0.746], [1.215, -3.271, 1.116], [-2.129, 1.949, -0.419], [1.350, -3.819, 2.044], [-1.230, 3.451, -0.249], [1.683, 2.635, -1.963], [0.358, -1.135, 0.398], [0.697, 2.473, -2.411], [0.330, 3.413, -2.813], [1.305, -1.097, -0.564], [-0.455, 0.008, 0.287]],
  "forces_ev_per_angstrom": [[0.0, 0.1, -0.1], [-0.1, 0.2, -0.1], [-0.2, 0.1, 0.2], [0.0, -0.1, -0.1], [-0.1, -0.1, 0.1], [0.0, 0.1, 0.0], [-0.1, 0.0, 0.1], [-0.1, 0.0, 0.1], [0.3, -0.9, 0.8], [0.5, -0.6, -0.1], [0.0, -0.1, 0.0], [0.5, -2.5, 1.2], [-0.9, 2.1, -0.6], [0.1, -0.2, 0.1], [0.0, 0.1, -0.2], [0.0, 0.1, 0.0], [0.0, 0.0, 0.1], [0.0, 0.1, 0.0], [0.1, 0.1, -0.1], [-0.5, 1.6, -0.8], [0.2, -0.1, 0.0], [0.0, 0.0, 0.0], [0.4, 0.2, -0.5], [0.1, -0.1, 0.0]],
  "homo_lumo_gap_ev": [7.60, 10.00],
  "e_lumo_ev": [0.9, 0.3],
  "spin_multiplicity": 3,
  "largest_force_ha_per_bohr": 0.05385
}

***

[2]
{
  "formula": "C4H39BN2O14P",
  "method": "ωB97M-V with the def2-TZVPD basis set",
  "symbols": ["H", "H", "H", "H", "H", "H", "H", "H", "O", "H", "H", "H", "B", "H", "O", "N", "H", "H", "H", "O", "O", "O", "C", "H", "H", "O", "H", "H", "H", "H", "H", "N", "H", "O", "H", "C", "H", "C", "H", "H", "H", "C", "H", "H", "H", "O", "H", "P", "H", "O", "H", "O", "O", "H", "O", "O", "H", "H", "O", "H", "H"],
  "positions_angstrom": [[-2.051, 2.193, -2.694], [2.794, 6.875, 0.233], [2.811, 2.834, 2.570], [5.813, 4.867, 6.678], [-2.815, -0.087, -1.199], [1.497, 7.869, 4.280], [3.996, 2.051, 4.403], [2.784, 7.481, -1.156], [1.532, 7.036, 3.801], [-4.659, -1.751, -0.303], [-2.732, -3.136, -1.920], [-1.350, -4.229, -2.043], [-1.203, -1.127, -0.898], [-0.676, -6.486, -3.092], [-3.875, -6.539, -2.034], [-0.235, -0.336, -0.032], [-0.503, 0.648, -0.062], [1.320, 7.280, 2.895], [3.179, -2.134, -0.196], [-1.428, -5.884, -3.122], [-2.584, -0.870, -0.688], [2.183, 0.920, 0.129], [-0.490, -0.765, 1.420], [2.892, 5.448, 1.765], [-2.885, 0.134, -4.750], [1.844, 2.894, 2.596], [-1.657, -6.319, -0.931], [-0.835, -1.797, 1.486], [-4.280, 0.531, -4.297], [2.647, -1.425, 1.366], [-5.751, -2.183, -1.265], [-0.810, -2.139, -1.858], [-4.077, -5.770, -1.493], [3.700, 5.779, 2.168], [-0.976, 1.418, -1.956], [-1.140, -1.697, -3.246], [-1.705, -3.433, -0.459], [2.320, -1.828, 0.397], [1.558, 2.301, 1.899], [-0.248, -1.550, -3.865], [5.062, 5.191, 5.402], [-1.710, -3.310, -1.558], [0.418, -0.620, 2.009], [-2.166, -6.434, -3.410], [5.375, 2.667, 4.280], [-1.423, -6.529, -0.017], [-1.222, -0.075, 1.843], [1.502, -0.461, -0.571], [-3.829, -7.262, -1.400], [-1.138, 1.888, -2.769], [1.901, 1.641, -0.438], [5.252, 4.469, 6.006], [2.245, 6.963, -0.554], [-1.783, -2.402, -3.773], [4.649, 2.320, 3.750], [-3.420, 0.258, -3.960], [1.615, -2.642, 0.587], [-1.509, -5.695, 0.449], [-5.579, -2.033, -0.332], [3.522, 5.722, 3.111], [-1.668, -0.729, -3.180]],
  "forces_ev_per_angstrom": [[0.0, 0.0, -0.2], [0.2, 0.1, 0.1], [0.1, 0.1, 0.2], [0.1, 0.0, 0.1], [-0.7, 0.2, -0.1], [0.0, 0.0, 0.1], [0.0, 0.0, 0.1], [0.0, 0.1, -0.1], [0.0, 0.0, 0.0], [0.1, 0.0, 0.0], [0.1, 0.1, 0.3], [0.1, 0.6, 0.3], [-2.1, -1.1, -1.4], [0.1, 0.1, -0.1], [-0.1, -0.1, 0.1], [0.0, -0.5, 1.8], [0.2, 0.1, 0.1], [0.0, 0.0, -0.1], [-0.1, -0.1, 0.0], [0.4, -0.4, -0.1], [1.9, 0.4, 0.2], [-1.3, -1.7, 0.3], [-0.2, 0.8, 0.5], [-0.1, -0.3, 0.1], [0.1, 0.1, 0.0], [0.1, 0.1, 0.0], [0.0, 0.0, -0.1], [0.1, 0.1, -0.1], [-0.1, 0.0, 0.0], [0.1, -0.2, -0.2], [-0.1, 0.0, -0.1], [-0.5, -0.4, 0.6], [-0.1, 0.1, 0.0], [0.1, 0.0, -0.4], [0.1, 0.0, 0.2], [0.6, 1.2, -0.2], [-0.3, -0.3, -0.4], [-1.1, 1.3, 0.7], [0.1, -0.1, -0.1], [0.0, -0.1, 0.3], [0.0, 0.0, -0.1], [0.5, -0.1, 0.4], [0.0, -0.2, -0.3], [-0.2, 0.1, 0.2], [0.0, 0.2, 0.0], [0.0, 0.0, -0.1], [-0.2, -0.4, -0.1], [2.2, 0.4, -1.8], [-0.1, -0.1, 0.0], [0.0, 0.1, -0.1], [0.4, 0.6, -0.3], [0.0, -0.1, -0.1], [-0.1, -0.1, 0.1], [0.0, -0.1, 0.3], [-0.2, -0.1, -0.1], [-0.3, 0.2, 0.0], [0.2, -0.1, -0.3], [0.0, 0.0, 0.1], [0.1, 0.0, 0.0], [-0.2, 0.2, 0.1], [0.2, -0.5, -0.4]],
  "homo_lumo_gap_ev": 9.30,
  "e_lumo_ev": -3.3,
  "total_charge": 1,
  "spin_multiplicity": 1,
  "largest_force_ha_per_bohr": 0.05545
}